The following is a DFT calculation (ωB97M-V/def2-TZVPD) of C19H22IrN6O5Te as an isolated structure in a non-equilibrium geometry.

The value obtained for the HOMO energy (alpha / beta) is -13.71 / -13.69 eV. The multiplicity is 2. Its charge is +2. Its expectation value of S² is 0.7537. For the strongest force on any atom, the calculation gives 0.030 hartree/bohr. Its energy above the lowest of the compared OMol25 structures with the same formula, charge and spin is 1.552 eV.

```
54
Properties=species:S:1:pos:R:3:forces:R:3:lowdin_charge:R:1
Ir -0.732547 1.419341 0.162718 -1.3366 -0.2344 0.7276 1.46
Te 0.215513 -3.820283 0.631925 0.1656 -0.3027 -0.1325 1.77
O -1.211037 -2.226408 2.168708 0.0893 0.2649 -0.0780 -0.09
O -0.368873 -0.686371 0.778699 0.1212 0.0495 -0.6181 -0.20
O -1.602291 3.184249 0.310806 -0.0301 0.6645 -0.9379 -0.19
O -3.346881 1.181633 5.579909 -0.0268 0.0884 0.0148 0.15
O -3.256433 4.281308 1.371982 0.2247 0.0955 -0.1197 0.17
N 0.855462 3.419804 -3.233416 0.0324 0.0047 -0.0630 0.21
N 1.840630 3.070496 -1.189304 -0.0331 0.2924 0.0959 0.19
N -0.156197 1.999106 -1.703409 0.1095 -0.1098 -0.2461 -0.02
N 3.045288 3.027676 0.779065 0.1042 0.0081 0.0750 -0.11
N 1.172238 1.671387 0.550355 0.2638 0.0963 0.6017 -0.01
N -1.872200 1.152290 1.802575 0.6683 -0.3435 0.6054 -0.04
C -0.290961 -5.647103 -4.272347 0.0244 -0.0517 0.0316 -0.05
C -1.034393 -4.307443 -1.960493 -0.0172 -0.0188 0.0829 -0.29
C -1.403920 -3.561097 -0.702423 -0.1529 0.0632 -0.1305 -0.35
C 2.002133 2.578770 0.083585 -0.0908 -0.1831 -0.1039 -0.36
C 1.324233 -4.207817 -1.148129 0.0166 -0.0104 -0.1475 -0.38
C -1.754019 0.046329 2.541336 -0.1342 -0.1328 -0.0288 -0.16
C 0.791091 2.807062 -2.043010 -0.0576 -0.1617 -0.1444 -0.44
C -1.625226 -5.335159 -4.048870 -0.0245 0.0297 -0.0126 -0.05
C -2.000175 -4.670488 -2.892391 0.0098 -0.0005 0.0080 -0.03
C 3.267890 2.538727 2.140742 -0.0296 -0.0170 -0.0065 0.00
C -2.224906 -0.016664 3.823269 -0.1515 0.0662 0.1378 0.11
C -3.011584 2.266782 3.547871 -0.1368 -0.0350 0.0126 0.13
C -2.501373 3.362063 1.280881 0.0128 -0.0429 0.3313 -0.53
C -2.865069 1.124178 4.350179 0.0901 -0.1540 -0.1405 -0.24
C 4.050646 3.915723 0.186715 0.0473 -0.0824 -0.0791 0.00
C -2.486682 2.235690 2.286073 -0.0776 0.1286 -0.0875 -0.15
C 0.302396 -4.619520 -2.183246 0.0395 -0.0018 0.0410 -0.30
C 0.671950 -5.298130 -3.338571 0.0015 0.0428 -0.0394 -0.03
C -1.068350 -1.065069 1.793344 0.1720 0.0135 0.0242 -0.60
H 3.665264 1.521850 2.141676 0.0037 -0.0041 -0.0011 0.11
H 1.586839 4.063294 -3.480501 0.0352 -0.0291 0.0325 0.13
H 1.710165 -5.556113 -3.507140 -0.0048 -0.0071 0.0035 0.12
H -3.227436 0.358804 6.071288 0.0065 -0.0453 -0.0040 0.14
H -1.479140 -2.484811 -0.870981 0.0018 0.0267 0.0912 0.07
H 1.855320 -3.296251 -1.431987 0.0062 0.0114 0.0357 0.07
H -2.375231 -5.620060 -4.774117 -0.0070 -0.0114 0.0175 0.12
H 2.342568 2.575739 2.716147 -0.0049 0.0316 -0.0010 0.10
H 2.067678 -4.981343 -0.957731 -0.0140 0.0082 0.0899 0.07
H -2.086143 -0.919050 4.404674 -0.0856 -0.0290 -0.0288 0.15
H 0.118568 3.300184 -3.907617 -0.0275 0.0147 0.0288 0.13
H 4.712889 4.255765 0.974856 -0.0067 0.0008 0.0080 0.10
H -3.524479 3.146492 3.911702 0.0147 0.0064 0.0048 0.16
H 2.514728 3.748595 -1.501466 -0.0247 0.0256 0.0285 0.13
H -3.043355 -4.444795 -2.708371 0.0025 0.0044 -0.0109 0.12
H -0.888096 1.923398 -2.398331 0.0470 -0.0579 -0.0481 0.11
H 4.656454 3.399144 -0.560238 -0.0206 -0.0057 -0.0145 0.11
H 3.592331 4.805845 -0.246826 -0.0144 0.0223 0.0535 0.10
H -0.004740 -6.186303 -5.165047 0.0109 0.0189 -0.0050 0.12
H -2.328454 -3.905224 -0.243235 0.0462 -0.0304 0.0686 0.08
H 3.981925 3.190460 2.632215 0.0149 -0.0043 -0.0155 0.10
H 1.425996 1.283316 1.445903 0.1269 0.0278 -0.0073 0.08
```
Forces are in eV/Å.

=====

The following is a DFT calculation (ωB97M-V/def2-TZVPD) of C19H22KN3O3S5 as an isolated structure in a non-equilibrium geometry.

The value obtained for the HOMO energy is -1.28 eV. Its charge is -2. For the strongest force on any atom, the calculation gives 0.046 hartree/bohr.

```
53
Properties=species:S:1:pos:R:3:forces:R:3:lowdin_charge:R:1
K -0.977116 -1.158350 0.755406 1.2341 0.9939 -1.7444 0.61
S -1.095523 0.360813 3.437833 -0.0950 -0.1037 0.0263 0.05
S -4.828518 -3.093290 -1.920432 -0.1012 -0.1728 -0.0891 1.03
S -2.315907 -1.304687 3.643187 -0.1326 -0.2323 -0.1017 -0.01
S 1.671026 -4.627514 -3.031934 -0.2322 0.3046 0.3282 0.26
S -2.983942 2.825501 -3.412432 -0.0817 0.3028 -0.1578 1.02
O -2.045899 -2.128984 2.415784 -0.9904 -0.6974 1.6981 -0.71
O -3.714001 -0.871820 3.650039 0.0848 0.0898 0.0289 -0.47
O -1.930779 -2.037704 4.845764 0.0673 0.0953 0.0266 -0.47
N -2.123273 0.980640 -1.896633 -0.1910 0.0870 -0.1460 0.11
N -2.881642 -1.581535 -1.316654 -0.2520 -0.3972 0.0196 0.06
N 0.362342 -2.942772 -1.152909 0.0387 -0.0083 -0.0173 -0.02
C 3.088836 0.629163 1.019801 0.0133 0.0224 0.0342 -0.20
C -3.342558 -2.776644 -1.094585 0.0914 0.1301 0.1085 -0.61
C -3.263150 0.498370 -2.510922 0.2469 -0.4368 0.4462 -0.31
C 1.341877 4.590653 0.731199 0.0165 -0.0183 -0.0681 -0.07
C 3.471873 1.513686 0.009514 -0.0115 0.0064 0.0438 -0.05
C 1.514369 2.306562 1.778905 -0.0048 -0.0575 0.0296 -0.05
C 2.906458 2.775933 -0.097539 -0.0154 0.0204 0.0149 -0.07
C 3.752823 -0.735105 1.116587 -0.0601 0.0683 0.0040 -0.39
C -2.686668 -3.787729 -0.212737 -0.0028 0.1088 -0.0302 -0.08
C 3.540126 -1.410096 2.468594 -0.0252 -0.0370 0.0469 -0.08
C 0.896831 -3.634565 -1.925138 0.2332 -0.2828 -0.3348 -1.02
C -3.690708 -0.875389 -2.171506 0.4941 0.4176 0.0954 -0.33
C -1.861449 2.188693 -2.273175 0.2134 -0.1250 0.1938 -0.64
C 2.095756 1.047058 1.899947 -0.0477 0.0693 -0.0229 -0.04
C -4.790387 -1.531233 -2.612970 -0.2393 -0.0176 -0.0840 -0.38
C -3.864254 1.364607 -3.360813 -0.2250 0.0204 -0.2163 -0.38
C 3.286869 -1.656699 -0.013988 -0.0309 -0.0026 0.0266 -0.06
C -0.695327 2.973909 -1.763424 -0.0226 -0.0308 -0.0151 -0.07
C 1.922868 3.199134 0.797016 0.0195 -0.0108 0.0144 -0.30
H 1.798017 5.243873 1.479365 0.0398 -0.0071 -0.0002 0.07
H 3.852811 -0.774093 3.300177 0.0196 0.0038 -0.0355 0.08
H 4.108933 -2.341551 2.512644 0.0042 0.0166 -0.0082 0.07
H 1.729936 0.406314 2.693641 -0.0349 -0.0134 -0.0586 0.06
H 0.718316 2.572524 2.467373 0.0183 -0.0214 -0.0066 0.09
H 1.510504 5.042878 -0.248933 -0.0108 -0.0056 0.0110 0.07
H 0.268164 4.591871 0.928136 0.0176 -0.0614 -0.0076 0.07
H 3.435542 -1.207782 -0.998069 -0.0022 0.0007 0.0277 0.08
H -3.218408 -4.738472 -0.217481 -0.0620 0.0434 -0.0013 0.07
H 2.490425 -1.665077 2.631908 0.0139 0.0100 -0.0394 0.09
H 0.234929 2.458853 -2.003983 0.0006 0.0002 -0.0161 0.09
H 2.224849 -1.890844 0.078161 0.0399 0.0392 -0.0247 0.05
H 3.824164 -2.607983 0.007727 0.0191 0.0286 0.0009 0.08
H -4.759190 1.217717 -3.943278 0.0321 -0.0059 0.0061 0.06
H -1.666635 -3.941892 -0.569822 0.0037 -0.0100 -0.0094 0.05
H -0.750721 3.039849 -0.677626 -0.0173 -0.0021 0.0247 0.08
H -2.627003 -3.401793 0.813540 -0.1189 -0.0767 -0.0493 0.05
H -0.668170 3.979891 -2.181848 -0.0048 -0.0114 -0.0014 0.07
H 4.828199 -0.557954 0.993992 0.0393 -0.0274 -0.0156 0.13
H 3.234651 3.444886 -0.888527 -0.0077 -0.0091 0.0135 0.10
H -5.562674 -1.177112 -3.276877 0.0282 -0.0118 0.0232 0.06
H 4.232418 1.205283 -0.701980 -0.0096 0.0146 0.0082 0.11
```
Forces are in eV/Å.

=====

The following is a DFT calculation (ωB97M-V/def2-TZVPD) of C19H22LuN4O6S as an isolated structure in a non-equilibrium geometry.

The value obtained for the HOMO energy is -10.89 eV. Its charge is +1. For the strongest force on any atom, the calculation gives 0.040 hartree/bohr. Its energy above the lowest of the compared OMol25 structures with the same formula, charge and spin is 0.128 eV.

```
53
Properties=species:S:1:pos:R:3:forces:R:3:lowdin_charge:R:1
Lu -0.097304 1.246829 1.056253 0.9991 1.5733 0.8584 1.65
S -0.284079 3.622770 2.334879 0.0705 -0.2723 0.1256 0.56
O -0.862654 2.703872 -0.693713 -0.0170 -0.2570 0.0708 -0.36
O -1.855146 0.228537 0.435131 -0.2457 -0.7588 -0.4701 -0.16
O -0.991427 -4.162165 -3.618104 -0.1272 -0.1560 -0.1283 0.05
O -3.258816 -4.562958 -3.417994 0.1654 -0.1346 -0.1782 0.06
O 0.087274 -0.156253 -0.549717 -0.4119 -0.6129 -0.6907 -0.13
O 1.779019 2.141151 -0.253446 -0.2246 -0.1470 0.1192 -0.31
N 1.631796 1.406313 2.650117 0.1682 0.3181 0.2042 -0.17
N 0.395257 -0.937164 2.182800 -0.1681 0.2669 -0.2002 0.02
N 1.864473 4.780499 3.309576 -0.1441 -0.0414 0.0417 0.09
N 2.195855 2.576105 3.059880 -0.5437 -0.2269 -0.2533 0.00
C 1.350668 2.772029 -1.468727 0.3039 -0.1551 -0.0084 -0.17
C 2.403503 -2.139043 2.654441 -0.0653 -0.3102 0.0467 0.00
C 2.929284 1.316758 -0.483178 -0.0007 0.1143 -0.0230 -0.05
C -3.731754 -2.791744 -1.810599 0.0916 0.1723 0.1123 0.04
C -1.760846 -1.513717 -1.205598 0.0575 -0.0468 -0.0810 -0.15
C -3.122548 -1.765475 -1.085522 -0.1039 -0.1184 -0.0384 0.00
C -2.179602 3.272442 -0.711312 0.1676 0.1108 0.0654 -0.05
C 2.318727 0.344778 2.814030 0.0301 -0.5573 0.1372 -0.09
C -0.934243 -2.277043 -2.057214 -0.0904 0.0952 0.0658 0.09
C 1.691537 -0.963416 2.524053 0.2998 0.5402 0.1535 -0.26
C -0.242792 -2.091764 2.006146 0.0100 0.0124 0.0094 -0.10
C 0.152318 3.599230 -1.158831 -0.3562 0.1406 0.0590 -0.19
C 1.731230 -3.339573 2.462514 0.1169 -0.0029 0.0221 -0.03
C 1.354495 3.592293 2.944792 0.3348 0.3064 -0.1599 -0.85
C -1.155599 -0.441187 -0.425547 -0.1665 0.1678 -0.0244 -0.58
C -2.909665 -3.521927 -2.633887 -0.3024 -0.0961 0.0026 -0.21
C -2.071427 -4.953442 -4.135822 -0.0300 0.2874 0.3623 -0.08
C 0.382806 -3.318957 2.151113 -0.0534 0.0042 -0.0069 -0.02
C -1.550140 -3.273557 -2.751722 0.2450 0.0042 -0.0611 -0.20
H 1.117266 1.999545 -2.206226 -0.0307 -0.0097 -0.0325 0.14
H 2.774405 4.807053 3.738050 0.0167 0.0059 0.0047 0.11
H -2.208045 -4.736872 -5.192397 -0.0047 -0.0296 -0.1013 0.14
H 3.309754 1.005512 0.484371 -0.0169 -0.0262 0.0123 0.08
H -0.195214 4.117866 -2.054670 -0.0002 -0.0397 -0.0407 0.15
H 3.693076 1.906355 -0.989889 0.0384 -0.0117 -0.0109 0.10
H -2.459606 3.484891 -1.742162 -0.0472 0.0240 -0.0259 0.10
H -2.857217 2.539372 -0.285947 -0.0107 -0.0505 0.0010 0.09
H 2.657228 0.453100 -1.092030 -0.0001 -0.0270 0.0130 0.10
H -4.788952 -3.002115 -1.733301 0.0281 -0.0057 -0.0084 0.13
H -3.711914 -1.153501 -0.417177 0.0178 0.0130 -0.0016 0.12
H -0.183782 -4.228892 2.014006 0.0317 -0.0025 -0.0022 0.12
H 2.255944 -4.280630 2.563603 -0.0046 0.0141 0.0067 0.12
H 3.452171 -2.113280 2.919067 -0.0241 -0.0100 -0.0045 0.12
H -2.192585 4.188621 -0.118938 -0.0446 0.0196 0.0119 0.09
H 2.157182 3.402556 -1.849099 0.0316 0.0102 0.0098 0.15
H 3.318753 0.394589 3.237362 -0.0085 -0.0550 0.0338 0.14
H 0.122549 -2.072809 -2.146387 -0.0076 -0.0029 0.0151 0.14
H -1.289146 -2.022531 1.734463 -0.0018 -0.0256 0.0154 0.12
H 1.274772 5.591888 3.328582 0.0055 0.0113 0.0322 0.09
H -1.871988 -6.002791 -3.942484 0.0079 -0.0919 -0.0605 0.14
H 0.365145 4.327878 -0.373608 0.0144 0.0696 0.0004 0.11
```
Forces are in eV/Å.

=====

The following is a DFT calculation (ωB97M-V/def2-TZVPD) of one molecule with the formula C19H22N2O4S in a non-equilibrium geometry.

The value obtained for the HOMO energy is -8.50 eV. The SMILES is COc1ccc([C@@H]2N(C(C)=O)CCN2S(=O)(=O)c2ccc(C)cc2)cc1. For the strongest force on any atom, the calculation gives 0.287 hartree/bohr. Its energy above the lowest of the compared OMol25 structures with the same formula, charge and spin is 19.151 eV.

```
48
Properties=species:S:1:pos:R:3:forces:R:3:lowdin_charge:R:1
S -2.045810 -1.745276 -0.027961 -3.4537 -7.3343 -0.5300 0.86
O 3.911911 3.356977 -0.213752 -6.0570 -3.5718 0.7381 -0.13
O -2.688947 -2.502229 -1.312327 2.0889 2.2524 5.6039 -0.38
O -1.893509 -2.344186 1.407469 -0.6874 1.7311 -5.2005 -0.32
O 1.804099 -4.772523 -0.070244 -0.3351 2.8908 4.1542 -0.11
N 1.251250 -2.790114 -0.304059 -3.0126 8.7626 11.4891 -0.02
N -0.687076 -1.196356 -0.544209 2.6131 -0.2853 -6.3980 -0.16
C -2.807121 -0.275098 0.041579 -3.2205 -0.2327 -2.6657 -0.39
C 2.772665 -0.372558 0.153474 -4.6377 6.8187 -0.2104 -0.04
C 1.358352 -0.300390 0.255155 4.1654 8.8953 -3.8810 -0.12
C -4.157987 2.164523 0.301920 1.8799 -0.6438 -2.4106 -0.41
C 1.062690 -2.681572 -1.514808 -6.6629 -6.3507 -10.1701 -0.23
C 3.660994 0.659441 -0.140202 1.4654 5.9083 1.9741 0.01
C -3.272450 1.885814 1.216036 2.3795 -5.2303 6.3119 0.05
C 1.235473 -3.566908 2.184909 8.8003 2.1602 -3.7861 0.05
C -2.703312 0.292147 1.179257 -2.0046 8.9031 1.5433 0.00
C -4.762796 3.412928 0.252935 -2.0309 7.5341 -0.4556 -0.11
C -4.208935 1.361915 -0.865475 -4.3804 5.2194 -2.2861 -0.10
C 3.117581 2.066323 -0.119713 -0.7033 -0.5321 -1.2184 -0.06
C 1.483939 -3.626593 0.606600 0.8049 -9.6910 -1.5611 -0.36
C 0.452702 -1.295314 0.108766 -0.1828 -6.8597 8.8742 -0.33
C 1.616200 2.236993 -0.201272 6.5667 -5.3099 0.5512 0.00
C 0.853972 1.111378 -0.136948 -1.5556 -1.6403 2.6262 0.02
C 5.210632 3.220397 -0.091297 5.7166 -1.7785 -1.8427 -0.25
C -0.166637 -1.840189 -2.060391 -0.3059 -3.3669 7.5496 0.16
C -3.636798 0.265140 -1.061197 3.3107 -8.4303 -1.9286 -0.05
H -4.803895 4.188155 -0.673741 -0.3729 -3.0171 0.8185 0.14
H 5.672841 2.646380 0.795379 -1.0921 1.2695 -0.5666 0.11
H 0.284191 -3.568550 2.340938 -5.9499 1.0637 1.1814 -0.02
H -2.141493 0.133529 2.012841 1.3423 -1.3490 1.9475 0.08
H -0.259748 1.380871 -0.010707 1.5799 -1.0522 -0.6014 0.13
H -4.147606 4.221725 0.740332 -0.6517 -1.2000 0.9433 0.09
H 1.632397 -4.484589 2.635889 0.4305 0.5055 -0.3710 0.09
H 0.842099 -3.822377 -1.853883 0.9434 2.2324 -0.2871 0.21
H -3.177767 2.355410 2.394529 -0.2167 -0.8971 -3.9668 0.18
H 3.179097 -1.199329 0.109892 3.7217 -8.4991 0.0925 0.02
H -4.810158 1.800131 -1.740850 0.6637 -0.6797 1.5062 0.16
H 5.641869 4.245560 -0.261562 -0.0598 -1.0978 0.5967 0.11
H -5.770722 3.365138 0.705954 0.3359 0.4922 -0.2615 0.10
H 1.859236 -2.296459 -1.890367 5.1161 2.1541 -3.8129 0.08
H 5.632492 2.539952 -0.981625 -0.5577 1.4016 1.3559 0.12
H -1.058724 -2.265161 -2.319370 -1.6400 -1.3327 -1.5963 0.05
H 1.964055 -2.561414 2.349464 -2.4678 -2.5884 0.7606 0.16
H 0.243526 -1.086710 -2.468001 2.1047 5.6102 -3.7344 0.05
H 0.116228 -1.605751 1.254952 0.8457 0.6440 -2.3240 0.18
H 1.276077 3.150395 -0.197952 -2.0346 4.7313 -0.2837 0.05
H 4.862616 0.645869 0.013083 -3.2022 -0.6789 -0.7202 0.14
H -3.797672 -0.507449 -1.999446 0.6005 2.4689 2.4525 0.18
```
Forces are in eV/Å.